No. 1
Formula: C4H12NO2
Source: the OMol25 dataset
Level of theory: wB97M-V/def2-TZVPD

ORCA input file:
```
! RIJCOSX wB97M-V def2-TZVPD def2/J DEFGRID3
* xyz 1 1
O 1.3054 -0.8554 -1.3677
C 0.6273 -1.7794 -1.0167
C -0.7279 -1.4469 -0.3909
N -0.7828 -0.1518 0.3719
C 0.3750 -0.0572 1.3173
C 0.3138 1.1241 2.2622
H 0.8933 -2.8406 -1.1075
H -1.2486 -1.3297 -1.3194
H -1.2238 -2.1839 0.2113
H -1.6156 -0.2441 0.9522
H -0.9394 0.6828 -0.2129
H 1.2764 0.0371 0.7249
H 0.4950 -0.9600 1.9000
H 0.9684 0.9074 3.1016
H -0.6383 1.4082 2.7248
H 0.5457 2.0786 1.7863
H -1.1627 2.6099 -1.9911
H 0.2021 2.5018 -1.3989
O -0.7075 2.2040 -1.2503
*
```

Summary:
Max |F| in eV/Å: 1.4
HOMO level in eV: -14.569
Electronic energy in Ha: -364.575734
Energy relative to the best compared isomer or geometry (same formula, charge and spin) in kcal/mol: 37.3
LUMO level in eV: -3.34

=====

No. 2
Formula: C4H12NO2
Source: the OMol25 dataset
Level of theory: wB97M-V/def2-TZVPD

ORCA input file:
```
! RIJCOSX wB97M-V def2-TZVPD def2/J DEFGRID3
* xyz 1 1
C -2.1928 -2.9118 0.7236
C -1.1072 -2.0942 0.1341
C 0.1424 -2.3169 0.4323
N 1.1949 -1.6327 -0.2702
C 1.0509 -1.2202 -1.4951
H -3.1395 -2.5151 0.8786
H -2.4235 -3.6949 0.0592
H -1.7602 -3.4180 1.6257
H -1.4457 -1.3083 -0.6550
H 0.5191 -2.9691 1.2917
H 2.0834 -1.3905 0.2018
H 1.9287 -0.8790 -1.9794
H 0.0586 -1.2093 -1.9161
H 2.8464 5.6410 1.5783
H 1.9469 6.8336 1.8581
O 2.8193 6.5963 1.4563
H -2.5594 1.1785 -1.6198
H -2.0462 2.3550 -0.9091
O -1.7859 1.4116 -1.1178
*
```

Summary:
Max |F| in eV/Å: 3.4
HOMO level in eV: -13.243
Electronic energy in Ha: -364.518199
Energy relative to the best compared isomer or geometry (same formula, charge and spin) in kcal/mol: 73.4
LUMO level in eV: -5.39

=====

Question: What is the formula in the second record?
Answer: C4H12NO2

=====

Question: What is the max |F| in the first record?
Answer: 1.4 eV/Å

=====

Repeat the first record exactly.
Formula: C4H12NO2
Source: the OMol25 dataset
Level of theory: wB97M-V/def2-TZVPD

ORCA input file:
```
! RIJCOSX wB97M-V def2-TZVPD def2/J DEFGRID3
* xyz 1 1
O 1.3054 -0.8554 -1.3677
C 0.6273 -1.7794 -1.0167
C -0.7279 -1.4469 -0.3909
N -0.7828 -0.1518 0.3719
C 0.3750 -0.0572 1.3173
C 0.3138 1.1241 2.2622
H 0.8933 -2.8406 -1.1075
H -1.2486 -1.3297 -1.3194
H -1.2238 -2.1839 0.2113
H -1.6156 -0.2441 0.9522
H -0.9394 0.6828 -0.2129
H 1.2764 0.0371 0.7249
H 0.4950 -0.9600 1.9000
H 0.9684 0.9074 3.1016
H -0.6383 1.4082 2.7248
H 0.5457 2.0786 1.7863
H -1.1627 2.6099 -1.9911
H 0.2021 2.5018 -1.3989
O -0.7075 2.2040 -1.2503
*
```

Summary:
Max |F| in eV/Å: 1.4
HOMO level in eV: -14.569
Electronic energy in Ha: -364.575734
Energy relative to the best compared isomer or geometry (same formula, charge and spin) in kcal/mol: 37.3
LUMO level in eV: -3.34